Density functional theory data (ωB97M-V/def2-TZVPD) for a 2-piece molecular cluster, C5H10N2O overall in a non-equilibrium geometry.

Summary:
Gap between HOMO and LUMO   9.07 eV
SMILES string   Cc1c[nH]cn1.CO
Total energy   -381.1859 a.u.
Total charge   0
E_LUMO   0.02544 hartree

Geometry (Å):
1 C -3.2043 -0.5617 -0.8012
2 O -3.5494 -0.3826 0.5644
3 H -3.0680 -0.9095 1.1706
4 H -2.0841 -0.4645 -0.8018
5 H -3.2582 -1.5334 -1.3110
6 H -3.5856 0.2698 -1.4003
7 C 0.2191 -0.1440 -1.0154
8 C 1.2480 0.4129 -0.1367
9 C 3.0537 1.3395 0.6882
10 C 1.5565 -0.2490 1.0351
11 N 2.1940 1.4018 -0.4222
12 N 2.7200 0.2570 1.5107
13 H 3.8086 2.0132 0.9585
14 H 0.3293 0.0541 -2.0908
15 H -0.5767 0.5916 -1.1348
16 H 3.0987 0.1569 2.5064
17 H 1.0135 -0.9996 1.6250
18 H 0.0851 -1.2526 -0.9447